1.
Below is C27H32Cl2LuN2O4 as an isolated structure, with properties calculated with the ωB97M-V functional and the def2-TZVPD basis.

highest occupied orbital energy (alpha / beta): -0.39 / -2.82 eV
Kohn-Sham gap (alpha / beta): 2.993 / 5.414 eV
total charge: -1
E: -98357.750 eV
maximum force: 3.25 eV/A
energy relative to the best compared isomer or geometry (same formula, charge and spin): 0.00 kJ/mol
LUMO level (alpha / beta): 0.0958 / 0.0954 Eh

Geometry (Å):
Lu -0.11 -0.64 1.46
Cl 0.12 -0.57 3.86
N 0.11 -2.28 -0.35
N -0.72 1.71 1.30
C 1.34 -2.66 -0.66
C 0.22 2.63 1.39
C -0.76 -2.71 -1.50
C 0.13 -3.71 -2.23
C -1.05 -1.50 -2.37
C -2.04 -3.39 -1.04
H -0.11 -0.99 -2.64
H -1.70 -0.80 -1.84
H -1.55 -1.83 -3.29
H -1.81 -4.10 -0.23
H -2.46 -3.95 -1.88
H -2.79 -2.67 -0.70
C -2.02 2.43 1.11
C -1.62 3.90 1.23
C -3.00 2.04 2.21
C -2.58 2.17 -0.27
H -1.83 2.45 -1.03
H -3.48 2.77 -0.42
H -2.83 1.11 -0.39
H -2.52 2.16 3.19
H -3.34 1.01 2.08
H -3.88 2.70 2.15
O -0.16 3.89 1.30
H -1.98 4.38 2.16
H -1.90 4.52 0.37
O 1.47 -3.45 -1.71
H 0.17 -3.58 -3.32
H -0.11 -4.75 -1.98
C 2.58 -2.18 0.01
C 1.68 2.36 1.54
C 2.11 1.50 0.39
H 1.80 1.83 2.50
H 2.22 3.32 1.60
C 1.83 0.16 0.41
C 2.60 -0.71 -0.33
H -1.89 -1.77 3.14
C 3.27 -0.22 -1.47
C 3.27 1.16 -1.70
C 3.96 -1.16 -2.41
C 2.72 2.04 -0.77
H 3.74 1.55 -2.60
C 2.76 3.52 -0.98
H 3.04 3.75 -2.01
H 3.50 3.99 -0.31
H 1.79 3.98 -0.77
H 4.89 -1.55 -1.98
H 4.21 -0.64 -3.34
H 3.33 -2.02 -2.66
H 3.44 -2.73 -0.36
H 2.47 -2.36 1.09
Cl -8.60 -2.67 2.01
C -6.92 -2.36 1.84
C -6.48 -1.34 0.99
C -5.12 -1.08 0.86
C -4.20 -1.84 1.61
C -4.64 -2.88 2.46
C -6.00 -3.13 2.57
C -2.80 -1.55 1.49
O -1.91 -2.24 2.28
O -2.28 -0.70 0.72
H -7.22 -0.75 0.44
H -4.75 -0.30 0.19
H -3.91 -3.48 3.00
H -6.36 -3.92 3.23

---

2.
Below is C27H32Cl2N6O5SV as an isolated structure, with properties calculated with the ωB97M-V functional and the def2-TZVPD basis.

highest occupied orbital energy (alpha / beta): -1.02 / -1.62 eV
Kohn-Sham gap (alpha / beta): 5.083 / 5.685 eV
total charge: -2
E: -109236.023 eV
maximum force: 16.81 eV/A
multiplicity: 4
energy relative to the best compared isomer or geometry (same formula, charge and spin): 3121.26 kJ/mol
LUMO level (alpha / beta): 0.1493 / 0.1493 Eh

Geometry (Å):
V -0.44 0.79 1.22
C 5.88 -1.67 -0.14
C 4.95 -0.66 0.47
C 4.49 0.42 -0.27
C 3.59 1.32 0.27
C 3.14 1.14 1.57
C 3.61 0.09 2.34
C 4.51 -0.81 1.79
S 1.99 2.33 2.22
O 1.68 1.96 3.58
O 2.69 3.60 2.10
N 0.77 2.28 1.13
C -0.09 3.48 1.13
C -1.28 3.15 2.15
O -2.10 3.98 2.48
O -1.22 1.92 2.55
H 6.34 -1.28 -1.05
H 5.33 -2.58 -0.39
H 6.68 -1.95 0.56
H 4.84 0.55 -1.29
H 3.21 2.16 -0.29
H 3.25 0.00 3.35
H 4.87 -1.64 2.38
H -0.49 3.66 0.14
H 0.48 4.35 1.46
C -3.56 2.08 -2.90
C -2.48 2.66 -1.97
N -1.61 1.69 -1.36
C -0.33 1.51 -2.08
C -0.44 1.25 -3.58
C -2.03 0.62 -0.40
C -3.35 1.11 0.32
N -1.91 -1.14 1.00
H -4.21 2.88 -3.27
H -4.16 1.35 -2.37
H -3.10 1.58 -3.75
H -2.98 3.26 -1.20
H -1.84 3.35 -2.54
H 0.14 0.66 -1.61
H 0.31 2.40 -1.90
H -1.13 0.43 -3.76
H 0.54 0.97 -3.97
H -0.79 2.13 -4.12
H -4.21 0.72 -0.23
H -3.45 2.18 0.46
H -3.40 0.65 1.31
H -0.53 -0.12 -0.72
N 2.04 -1.59 -1.06
C 1.47 -2.53 -0.24
O 1.33 -3.69 -0.60
C 1.16 -2.05 1.13
C 0.98 -2.97 2.16
C 0.53 -2.54 3.40
C 0.25 -1.21 3.61
N 0.45 -0.32 2.63
C 0.95 -0.69 1.43
H 1.97 -1.77 -2.05
H 1.99 -0.62 -0.76
H 1.17 -4.01 1.94
H 0.37 -3.26 4.20
H -0.18 -0.82 4.53
H -0.31 -1.13 0.10
Cl -1.35 -0.59 -0.08
C -1.57 -1.51 -1.20
C -1.76 -2.30 -2.25
C -2.99 -3.09 -2.29
C -3.91 -3.30 -1.27
C -3.84 -2.77 0.08
Cl -6.14 -1.81 0.35
C -3.28 -2.54 1.19
N -2.46 -1.79 2.00
H -0.99 -2.44 -3.01
H -3.18 -3.60 -3.23
H -4.81 -3.86 -1.52

---

3.
Below is C27H32GeN8O3Ru as an isolated structure, with properties calculated with the ωB97M-V functional and the def2-TZVPD basis.

highest occupied orbital energy (alpha / beta): -12.48 / -12.49 eV
Kohn-Sham gap (alpha / beta): 4.112 / 4.126 eV
total charge: +2
E: -105662.541 eV
maximum force: 2.03 eV/A
LUMO level (alpha / beta): -0.3074 / -0.3074 Eh

Geometry (Å):
Ru -0.04 0.11 -0.68
C -5.61 -0.76 7.47
O -5.00 0.48 7.86
C -3.77 0.75 7.47
C -3.24 1.97 7.95
C -1.96 2.32 7.63
C -1.19 1.49 6.79
C -1.71 0.28 6.32
C -2.99 -0.09 6.66
N 0.11 1.92 6.56
N 0.90 1.42 5.77
C 0.86 0.89 4.54
C 1.81 -0.10 4.23
C 1.91 -0.66 2.98
C 1.10 -0.20 1.92
O 1.22 -0.67 0.74
C 0.17 0.88 2.20
N -0.51 1.36 1.13
C -1.33 2.38 1.29
C -1.52 3.00 2.54
C -0.84 2.53 3.63
C 0.04 1.43 3.48
H -6.60 -0.75 7.91
H -5.04 -1.60 7.87
H -5.69 -0.83 6.39
H -3.86 2.58 8.59
H -1.51 3.23 8.01
H -1.10 -0.39 5.72
H -3.38 -1.04 6.32
H 2.46 -0.43 5.03
H 2.63 -1.44 2.77
H -1.85 2.74 0.41
H -2.19 3.84 2.62
H -0.95 3.02 4.58
N 3.09 2.02 -2.61
C 2.73 1.26 -1.57
N 1.41 1.21 -1.55
C 1.02 1.94 -2.64
N 2.02 2.45 -3.31
C -0.41 2.01 -2.90
C -1.00 2.83 -3.85
N -2.32 2.90 -3.97
C -3.04 2.16 -3.13
C -2.47 1.34 -2.18
N -1.14 1.24 -2.07
H 4.02 2.28 -2.90
H 3.40 0.80 -0.87
H -0.40 3.44 -4.51
H -4.12 2.23 -3.22
H -3.06 0.74 -1.51
C -2.79 -1.28 0.77
O -1.44 -1.27 0.30
H -2.86 -1.87 1.68
H -3.47 -1.68 0.01
H -3.06 -0.25 0.99
H -1.14 -2.17 0.11
C -2.66 -2.12 -3.18
Ge -0.85 -2.72 -2.73
C -0.97 -4.13 -1.36
C -0.03 -3.42 -4.34
C 0.40 -1.31 -2.08
H -3.24 -2.99 -3.49
H -2.64 -1.42 -4.02
H -3.18 -1.66 -2.35
H -1.22 -5.07 -1.84
H -1.75 -3.96 -0.62
H -0.02 -4.26 -0.85
H -0.59 -4.27 -4.72
H 1.00 -3.74 -4.16
H -0.01 -2.65 -5.12
H 0.81 -0.86 -2.99
H 1.21 -1.87 -1.61

---

Repeat the third record exactly.
Below is C27H32GeN8O3Ru as an isolated structure, with properties calculated with the ωB97M-V functional and the def2-TZVPD basis.

highest occupied orbital energy (alpha / beta): -12.48 / -12.49 eV
Kohn-Sham gap (alpha / beta): 4.112 / 4.126 eV
total charge: +2
E: -105662.541 eV
maximum force: 2.03 eV/A
LUMO level (alpha / beta): -0.3074 / -0.3074 Eh

Geometry (Å):
Ru -0.04 0.11 -0.68
C -5.61 -0.76 7.47
O -5.00 0.48 7.86
C -3.77 0.75 7.47
C -3.24 1.97 7.95
C -1.96 2.32 7.63
C -1.19 1.49 6.79
C -1.71 0.28 6.32
C -2.99 -0.09 6.66
N 0.11 1.92 6.56
N 0.90 1.42 5.77
C 0.86 0.89 4.54
C 1.81 -0.10 4.23
C 1.91 -0.66 2.98
C 1.10 -0.20 1.92
O 1.22 -0.67 0.74
C 0.17 0.88 2.20
N -0.51 1.36 1.13
C -1.33 2.38 1.29
C -1.52 3.00 2.54
C -0.84 2.53 3.63
C 0.04 1.43 3.48
H -6.60 -0.75 7.91
H -5.04 -1.60 7.87
H -5.69 -0.83 6.39
H -3.86 2.58 8.59
H -1.51 3.23 8.01
H -1.10 -0.39 5.72
H -3.38 -1.04 6.32
H 2.46 -0.43 5.03
H 2.63 -1.44 2.77
H -1.85 2.74 0.41
H -2.19 3.84 2.62
H -0.95 3.02 4.58
N 3.09 2.02 -2.61
C 2.73 1.26 -1.57
N 1.41 1.21 -1.55
C 1.02 1.94 -2.64
N 2.02 2.45 -3.31
C -0.41 2.01 -2.90
C -1.00 2.83 -3.85
N -2.32 2.90 -3.97
C -3.04 2.16 -3.13
C -2.47 1.34 -2.18
N -1.14 1.24 -2.07
H 4.02 2.28 -2.90
H 3.40 0.80 -0.87
H -0.40 3.44 -4.51
H -4.12 2.23 -3.22
H -3.06 0.74 -1.51
C -2.79 -1.28 0.77
O -1.44 -1.27 0.30
H -2.86 -1.87 1.68
H -3.47 -1.68 0.01
H -3.06 -0.25 0.99
H -1.14 -2.17 0.11
C -2.66 -2.12 -3.18
Ge -0.85 -2.72 -2.73
C -0.97 -4.13 -1.36
C -0.03 -3.42 -4.34
C 0.40 -1.31 -2.08
H -3.24 -2.99 -3.49
H -2.64 -1.42 -4.02
H -3.18 -1.66 -2.35
H -1.22 -5.07 -1.84
H -1.75 -3.96 -0.62
H -0.02 -4.26 -0.85
H -0.59 -4.27 -4.72
H 1.00 -3.74 -4.16
H -0.01 -2.65 -5.12
H 0.81 -0.86 -2.99
H 1.21 -1.87 -1.61

---

Q: Among the records above, which one has the highest maximum force?
A: C27H32Cl2N6O5SV